A structure of composition C23H27NO7 in a non-equilibrium geometry, computed with the ωB97M-V functional and the def2-TZVPD basis.

Geometry as XYZ:
```
58
C23H27NO7 | OMol25 | the ωB97M-V functional and the def2-TZVPD basis
C 0.451 -4.375 -1.868
C -0.246 -2.975 -1.776
O -0.294 -2.405 -3.087
C -0.869 -1.057 -3.019
C -1.371 -0.164 -1.925
C -1.931 0.909 -1.970
C -2.032 1.421 -3.142
C -1.317 0.806 -4.471
C -0.768 -0.474 -4.266
O -0.418 -1.167 -5.342
H 0.092 -2.211 -5.012
H -1.260 1.165 -5.411
H -2.388 2.624 -3.489
C -2.378 1.579 -0.914
N -2.861 0.929 0.120
C -2.224 0.199 1.255
O -2.773 -0.455 1.991
C -0.795 0.626 1.213
C -0.239 1.698 0.268
C 1.046 1.930 0.518
C 2.057 1.345 1.181
C 1.538 0.008 2.063
C 0.191 -0.250 1.858
H -0.300 -1.112 2.520
O 2.651 -0.514 2.486
C 1.939 -1.607 3.424
C 1.207 -0.940 4.840
H 1.167 -2.018 5.330
H 0.368 -0.568 4.698
H 1.923 -0.438 5.327
H 1.381 -2.319 2.898
H 2.961 -2.032 3.722
O 3.249 1.700 1.098
C 4.329 1.028 1.433
C 4.499 -0.154 0.409
H 3.774 -1.088 0.366
H 4.602 0.317 -0.754
H 5.316 -0.921 0.638
H 4.371 0.465 2.401
H 5.309 1.457 1.398
H 1.275 2.836 -0.046
C -1.294 2.367 -0.134
C -1.850 3.650 0.698
O -3.104 3.899 0.885
O -0.775 4.383 1.189
H -1.423 5.079 1.641
H -0.919 3.143 -1.166
C -4.518 0.582 0.034
H -4.475 -0.182 0.777
H -4.847 1.343 0.287
H -4.514 0.034 -0.950
H -3.172 2.320 -1.278
H -1.345 -0.827 -1.132
H -1.293 -3.128 -1.192
H 0.265 -2.378 -0.994
H 1.425 -4.382 -2.270
H 0.650 -4.736 -0.908
H -0.041 -4.964 -2.453
```

The calculation puts the total energy at -40091.90698 eV. The calculation puts the maximum force at 18.21 eV/A. The calculation puts the energy relative to the best compared isomer or geometry (same formula, charge and spin) at 2093.1 kJ/mol. The calculation puts the HOMO energy at -7.38 eV. Its spin multiplicity is 1. For the frontier orbital gap, the calculation gives 7.501 eV.

Atom charges from the Löwdin analysis, given in e for atoms 1 to 2:
1. C -0.0428
2. C -0.2307

***

An isolated molecule of C5H7NO, computed with the ωB97M-V functional and the def2-TZVPD basis.

Geometry as XYZ:
```
14
C5H7NO | OMol25 | the ωB97M-V functional and the def2-TZVPD basis
C 2.096 -0.768 0.219
C 0.851 0.033 0.036
C 0.656 1.362 -0.109
O -0.733 1.625 -0.224
C -1.341 0.421 -0.143
N -2.709 0.216 -0.260
C -0.433 -0.575 -0.007
H 2.109 -1.199 1.228
H 3.012 -0.191 0.080
H 2.091 -1.604 -0.489
H 1.371 2.108 -0.435
H -3.381 0.909 0.030
H -2.941 -0.707 0.087
H -0.648 -1.629 -0.012
```

The calculation puts the total energy at -8835.25545 eV. The calculation puts the maximum force at 0.75 eV/A. The calculation puts the energy relative to the best compared isomer or geometry (same formula, charge and spin) at 91.4 kJ/mol. The calculation puts the HOMO energy at -7.56 eV. Its spin multiplicity is 1. For the frontier orbital gap, the calculation gives 8.550 eV. The SMILES is Cc1coc(N)c1.

Atom charges from the Löwdin analysis, given in e for atoms 1 to 2:
1. C -0.0503
2. C -0.3077

***

A structure of composition C46H43N9O3S2SeSiW in a non-equilibrium geometry, computed with the ωB97M-V functional and the def2-TZVPD basis.

Geometry as XYZ:
```
106
C46H43N9O3S2SeSiW | OMol25 | the ωB97M-V functional and the def2-TZVPD basis
W -0.878 0.043 0.126
C 1.298 -0.129 0.324
Si 2.356 0.949 -0.844
C 1.044 2.379 -1.049
N -0.326 1.870 -1.295
C -0.384 1.453 -2.724
C -0.189 2.573 -3.754
C -0.948 3.842 -3.357
C -2.008 3.503 -2.316
C -1.341 2.963 -1.046
C 2.865 -0.095 -2.345
C 2.790 0.334 -3.669
C 3.304 -0.429 -4.701
C 3.925 -1.636 -4.433
C 4.033 -2.072 -3.123
C 3.510 -1.310 -2.095
C 3.917 1.846 -0.234
C 5.174 1.470 -0.713
C 6.318 2.150 -0.332
C 6.235 3.228 0.532
C 4.997 3.619 1.017
C 3.858 2.932 0.642
H 1.581 0.171 1.343
H 1.678 -1.159 0.224
H 1.330 3.102 -1.813
H 1.032 2.935 -0.109
H -1.358 0.991 -2.911
H 0.391 0.699 -2.890
H -0.556 2.187 -4.706
H 0.868 2.800 -3.893
H -1.415 4.285 -4.233
H -0.268 4.587 -2.941
H -2.720 2.784 -2.726
H -2.569 4.400 -2.052
H -2.123 2.584 -0.362
H -0.837 3.798 -0.543
H 2.347 1.290 -3.901
H 3.233 -0.069 -5.715
H 4.336 -2.224 -5.239
H 4.541 -2.998 -2.903
H 3.638 -1.651 -1.077
H 5.258 0.640 -1.397
H 7.277 1.843 -0.718
H 7.124 3.758 0.833
H 4.921 4.462 1.687
H 2.902 3.243 1.041
N -2.026 2.736 3.274
C -1.298 3.916 3.123
C -1.876 5.137 3.443
C -1.151 6.303 3.260
C 0.142 6.255 2.764
C 0.725 5.037 2.444
C 0.000 3.872 2.623
S 0.680 2.258 2.310
N -0.760 1.390 1.768
C -1.854 1.614 2.526
C -2.896 0.633 2.499
C -3.952 0.607 3.432
C -4.945 -0.331 3.321
C -4.890 -1.229 2.248
C -3.817 -1.170 1.392
N -2.798 -0.295 1.494
H -2.920 2.841 3.732
H -2.883 5.167 3.833
H -1.602 7.249 3.508
H 0.704 7.166 2.634
H 1.743 4.999 2.092
H -3.967 1.297 4.259
H -5.756 -0.359 4.029
H -5.670 -1.955 2.092
H -3.798 -1.859 0.559
O 3.491 -6.247 4.650
S 3.763 -7.242 3.658
O 3.954 -8.591 4.071
O 4.364 -6.788 2.420
C 2.097 -7.290 2.721
N 1.791 -8.386 2.110
C 0.740 -8.328 1.305
C 0.046 -7.135 1.122
C 0.492 -6.013 1.828
N 1.547 -6.127 2.648
C -0.036 -4.656 1.703
C -1.075 -4.309 0.837
C -1.371 -2.978 0.648
N -0.737 -1.955 1.269
C 0.184 -2.308 2.196
C 0.559 -3.613 2.430
H 0.472 -9.242 0.796
H -0.785 -7.091 0.441
H -1.632 -5.050 0.286
H -2.171 -2.718 -0.040
H 0.640 -1.501 2.759
H 1.328 -3.861 3.146
Se -0.420 -1.631 -1.830
N -2.393 0.195 -0.941
C -3.359 -0.262 -1.668
C -4.669 0.304 -1.682
C -5.671 -0.265 -2.404
C -5.434 -1.409 -3.207
C -4.198 -1.969 -3.274
C -3.103 -1.438 -2.528
N -1.919 -1.964 -2.687
H -4.851 1.166 -1.055
H -6.668 0.148 -2.359
H -6.260 -1.832 -3.757
H -4.008 -2.838 -3.883
```

The calculation puts the total energy at -164656.12792 eV. The calculation puts the maximum force at 7.97 eV/A. The calculation puts the energy relative to the best compared isomer or geometry (same formula, charge and spin) at 7.6 kJ/mol. The calculation puts the HOMO energy (spin up / spin down) at -12.25 / -13.00 eV. Its spin multiplicity is 3. Its net charge is +2. For the frontier orbital gap (spin up / spin down), the calculation gives 5.701 / 4.723 eV.

Atom charges from the Löwdin analysis, given in e for atoms 1 to 2:
1. W 1.4496
2. C -0.4426

***

An isolated molecule of C8H15N in a non-equilibrium geometry, computed with the ωB97M-V functional and the def2-TZVPD basis.

Geometry as XYZ:
```
24
C8H15N | OMol25 | the ωB97M-V functional and the def2-TZVPD basis
C -0.597 -1.834 0.946
C 2.040 -1.421 -0.890
C -0.877 1.219 -1.453
C -2.343 0.560 0.489
C -0.168 -0.630 0.150
C 1.222 -0.414 -0.137
C -1.011 0.403 -0.192
N 1.433 1.552 1.338
C 1.675 0.852 0.153
H 1.536 2.555 1.256
H 0.553 1.305 1.772
H 2.573 1.219 -0.341
H -1.411 -2.366 0.451
H -0.935 -1.557 1.946
H 0.234 -2.524 1.091
H 2.902 -0.955 -1.370
H 1.457 -1.921 -1.665
H 2.410 -2.195 -0.213
H -0.956 2.288 -1.235
H 0.064 1.033 -1.964
H -3.132 0.007 -0.027
H -2.633 1.615 0.516
H -2.347 0.229 1.528
H -1.688 0.980 -2.148
```

The calculation puts the total energy at -10027.75037 eV. The calculation puts the maximum force at 2.28 eV/A. The calculation puts the energy relative to the best compared isomer or geometry (same formula, charge and spin) at 156.8 kJ/mol. The calculation puts the HOMO energy at -7.12 eV. Its spin multiplicity is 1. For the frontier orbital gap, the calculation gives 8.070 eV. The SMILES is CC(C)=C(C)/C(C)=C\N.

Atom charges from the Löwdin analysis, given in e for atoms 1 to 2:
1. C -0.0385
2. C -0.0574

***

A structure of composition C28H23F3N6S3SiTa, computed with the ωB97M-V functional and the def2-TZVPD basis.

Geometry as XYZ:
```
65
C28H23F3N6S3SiTa | OMol25 | the ωB97M-V functional and the def2-TZVPD basis
Ta 0.596 -0.368 1.049
N 0.790 -4.188 -1.039
C -0.243 -3.753 -1.852
C -0.796 -4.294 -3.006
C -1.792 -3.557 -3.610
C -2.214 -2.326 -3.086
C -1.668 -1.802 -1.935
C -0.672 -2.540 -1.299
N 0.084 -2.285 -0.158
C 0.954 -3.270 -0.071
C 1.972 -3.241 0.957
C 2.887 -4.178 1.296
S 3.796 -3.639 2.640
C 2.906 -2.203 2.672
N 1.986 -2.100 1.744
H 1.355 -5.008 -1.183
H -0.457 -5.235 -3.416
H -2.253 -3.931 -4.514
H -2.990 -1.777 -3.602
H -2.003 -0.856 -1.540
H 3.060 -5.140 0.843
H 3.102 -1.448 3.414
S -1.049 1.160 -0.131
C -0.338 1.579 -1.702
C -1.051 2.443 -2.517
C -0.512 2.860 -3.725
C -1.255 3.743 -4.575
N -1.853 4.457 -5.246
C 0.772 2.420 -4.084
C 1.481 1.562 -3.258
C 0.928 1.106 -2.062
S 1.810 -0.081 -1.132
C 1.367 2.846 -5.320
N 1.863 3.172 -6.302
H -2.025 2.807 -2.213
H 2.464 1.227 -3.558
F 2.822 0.598 3.096
C 1.462 0.449 3.063
F 1.180 -0.473 4.053
F 0.964 1.601 3.530
C -2.296 0.386 3.216
Si -1.745 -1.052 2.134
C -3.206 -1.576 1.078
C -1.233 -2.538 3.192
N 0.208 1.544 0.932
C 0.609 2.896 1.093
C 1.967 3.183 1.031
C 2.394 4.491 1.199
C 1.471 5.503 1.416
C 0.114 5.208 1.463
C -0.323 3.905 1.300
H -2.961 0.015 4.000
H -2.860 1.114 2.627
H -1.469 0.906 3.699
H -4.063 -1.682 1.750
H -3.050 -2.536 0.584
H -3.484 -0.840 0.323
H -2.129 -2.960 3.656
H -0.539 -2.266 3.986
H -0.783 -3.328 2.585
H 2.675 2.385 0.842
H 3.450 4.718 1.153
H 1.807 6.523 1.543
H -0.606 5.997 1.632
H -1.378 3.666 1.346
```

The calculation puts the total energy at -88434.01019 eV. The calculation puts the maximum force at 0.53 eV/A. The calculation puts the energy relative to the best compared isomer or geometry (same formula, charge and spin) at 249.6 kJ/mol. The calculation puts the HOMO energy at -10.97 eV. Its spin multiplicity is 1. Its net charge is +1. For the frontier orbital gap, the calculation gives 6.810 eV.

Atom charges from the Löwdin analysis, given in e for atoms 1 to 2:
1. Ta 1.3184
2. N 0.2117

***

Q: Look up the energy relative to the best compared isomer or geometry (same formula, charge and spin) of the second one.
A: 91.4 kJ/mol

***

Q: Among the records above, which one has the highest energy relative to the best compared isomer or geometry (same formula, charge and spin)?
A: C23H27NO7

***

Q: Which of these has the lowest maximum force?
A: C28H23F3N6S3SiTa